Record 1
{"formula": "C2H10N2O", "method": "wB97M-V/def2-TZVPD", "relative_energy_kj_mol": 65.41, "lumo_energy_ev": 0.690, "total_energy_ha": -266.9193, "charge": 0, "homo_lumo_gap_ha": 0.3464, "symbols": ["N", "C", "C", "N", "H", "H", "H", "H", "H", "H", "H", "H", "O", "H", "H"], "positions_angstrom": [[1.0860, -1.5356, -0.1290], [1.2578, -0.3303, 0.7146], [0.2600, 0.7804, 0.3205], [0.7391, 1.8046, -0.6415], [1.1178, -1.1933, -1.0810], [0.2067, -1.9735, 0.1119], [2.2612, 0.0829, 0.5282], [1.2660, -0.5797, 1.7739], [-0.5683, 0.3544, -0.2498], [-0.1157, 1.3129, 1.2127], [1.7323, 1.6978, -0.8080], [0.2329, 1.8163, -1.5105], [-2.9902, -1.0748, 0.0753], [-3.1172, -0.8512, -0.8528], [-3.3685, -0.3109, 0.5355]], "forces_ev_per_angstrom": [[0.9, 0.6, 0.9], [0.1, 0.3, -1.2], [-0.6, 0.8, -0.2], [0.9, -0.2, 0.7], [-0.4, -0.5, -0.1], [-0.1, 0.1, -0.5], [0.0, -0.2, 0.0], [-0.4, -0.1, 0.0], [-0.3, -0.5, 0.9], [0.0, -0.3, -0.2], [-0.1, 0.2, -0.2], [0.1, -0.2, -0.1], [-0.2, 0.4, 0.0], [0.0, -0.1, 0.0], [0.2, -0.3, 0.0]], "nbo_charge": [-0.832, -0.235, -0.241, -0.853, 0.348, 0.362, 0.177, 0.200, 0.187, 0.177, 0.351, 0.357, -0.935, 0.467, 0.470]}


Record 2
{"formula": "C2H10N2O2", "method": "wB97M-V/def2-TZVPD", "relative_energy_kj_mol": 181.70, "lumo_energy_ev": 0.867, "total_energy_ha": -342.1247, "charge": 0, "homo_lumo_gap_ha": 0.3734, "symbols": ["N", "C", "O", "H", "H", "H", "H", "H", "N", "C", "O", "H", "H", "H", "H", "H"], "positions_angstrom": [[-2.4318, 0.6525, -0.4296], [-1.6650, 0.3681, -1.5979], [-1.7130, -0.9482, -2.0309], [-3.2413, 1.3048, -0.3985], [-2.3735, -0.0283, 0.2567], [-2.0947, 0.9048, -2.5172], [-0.5735, 0.5742, -1.4605], [-2.1828, -1.4136, -1.2853], [1.3170, -0.7594, 1.9812], [1.8723, 0.0832, 0.9454], [3.3205, 0.2513, 0.8673], [1.9154, -0.7082, 2.7901], [1.4884, -1.7081, 1.7004], [1.4627, -0.3360, -0.0528], [1.2920, 1.1156, 1.2032], [3.6072, 0.6473, 0.0282]], "forces_ev_per_angstrom": [[-0.8, 2.0, -1.3], [0.0, 2.0, -1.8], [-1.2, -2.5, 1.7], [1.2, -1.3, -0.4], [0.0, -1.0, 1.7], [0.9, 0.2, 1.6], [-0.8, 0.4, 0.0], [0.7, 0.2, -1.5], [1.5, -0.6, -0.4], [-2.2, 2.4, -1.3], [-1.1, -0.5, 0.6], [0.0, 0.6, 0.7], [-0.2, -0.7, -0.2], [0.7, 0.9, 1.4], [1.9, -1.8, -1.1], [-0.6, -0.2, 0.3]], "nbo_charge": [-0.894, 0.100, -0.722, 0.397, 0.364, 0.161, 0.135, 0.460, -0.819, 0.084, -0.755, 0.359, 0.346, 0.157, 0.147, 0.480]}


Record 3
{"formula": "C2H10N2O2", "method": "wB97M-V/def2-TZVPD", "relative_energy_kj_mol": 66.20, "lumo_energy_ev": 0.718, "total_energy_ha": -342.1687, "charge": 0, "homo_lumo_gap_ha": 0.3755, "symbols": ["N", "C", "O", "H", "H", "H", "H", "H", "N", "C", "O", "H", "H", "H", "H", "H"], "positions_angstrom": [[0.8799, -3.3414, -0.2390], [0.1084, -2.1378, -0.0486], [0.9508, -1.0530, 0.3105], [1.5512, -3.2327, -0.9967], [1.4868, -3.5330, 0.5470], [-0.4644, -1.9511, -0.9568], [-0.5743, -2.3396, 0.7821], [0.5050, -0.2006, 0.0603], [0.3023, 2.8127, 0.5209], [-0.8250, 2.4294, -0.2034], [-0.9626, 0.9813, -0.3445], [0.2630, 2.6144, 1.5133], [1.2188, 2.6667, 0.1153], [-1.7604, 2.8148, 0.2216], [-0.8599, 2.7979, -1.2280], [-1.8196, 0.6720, -0.0540]], "forces_ev_per_angstrom": [[0.4, -0.1, -0.5], [0.6, -0.5, 0.6], [-0.4, 1.1, -0.5], [-0.4, 0.2, -0.2], [-0.3, 0.1, 0.4], [0.0, 0.2, -0.1], [-0.2, 0.0, -0.1], [0.3, -1.0, 0.3], [0.3, 0.6, 0.4], [-1.2, -0.6, -0.7], [0.4, 0.1, -0.1], [0.1, -0.1, -0.3], [-0.4, -0.1, 0.0], [0.3, -0.1, 0.4], [0.7, 0.2, 0.0], [-0.2, 0.1, 0.1]], "nbo_charge": [-0.836, 0.090, -0.774, 0.351, 0.355, 0.155, 0.141, 0.499, -0.847, 0.081, -0.783, 0.376, 0.382, 0.161, 0.170, 0.479]}


Record 4
{"formula": "C2H10N2O2", "method": "wB97M-V/def2-TZVPD", "relative_energy_kj_mol": 38.68, "lumo_energy_ev": 0.877, "total_energy_ha": -342.1791, "charge": 0, "homo_lumo_gap_ha": 0.3776, "symbols": ["H", "N", "C", "N", "C", "H", "H", "H", "H", "H", "O", "H", "H", "O", "H", "H"], "positions_angstrom": [[0.1772, -2.1371, 0.5861], [-0.2033, -1.2689, 0.2234], [-0.0963, -0.3685, 1.1196], [-0.5699, 0.9101, 1.0165], [0.3896, 1.9757, 1.2301], [0.4598, -0.5424, 2.0394], [-1.2807, 1.0071, 0.3043], [1.3765, 1.7476, 0.8345], [0.4798, 2.2167, 2.2874], [0.0316, 2.8523, 0.6982], [2.6449, -1.4114, -1.4976], [1.7911, -1.3211, -1.0519], [2.4055, -1.7769, -2.3552], [-2.2875, 0.2269, -1.3250], [-1.9988, 0.3053, -2.2457], [-1.7545, -0.5531, -1.0633]], "forces_ev_per_angstrom": [[-0.1, -0.1, -0.1], [-0.5, -0.2, -0.1], [0.6, 0.5, 0.2], [-0.2, -0.9, 0.0], [-0.3, 0.4, 0.1], [0.2, 0.0, 0.2], [0.3, 0.3, -0.4], [0.1, -0.1, -0.1], [0.0, 0.1, 0.1], [0.0, 0.1, 0.1], [-0.3, -0.1, 0.0], [0.0, 0.1, 0.1], [0.1, 0.0, 0.0], [0.5, -0.6, -0.5], [-0.3, 0.4, 0.1], [-0.2, 0.2, 0.4]], "nbo_charge": [0.352, -0.782, 0.322, -0.638, -0.413, 0.143, 0.421, 0.191, 0.195, 0.216, -0.947, 0.478, 0.465, -0.967, 0.468, 0.496]}


Record 5
{"formula": "C2H10N2O2", "method": "wB97M-V/def2-TZVPD", "relative_energy_kj_mol": 89.40, "lumo_energy_ev": 0.597, "total_energy_ha": -342.1598, "charge": 0, "homo_lumo_gap_ha": 0.3663, "symbols": ["H", "N", "C", "N", "C", "H", "H", "H", "H", "H", "O", "H", "H", "O", "H", "H"], "positions_angstrom": [[1.4163, -1.0537, 1.0677], [1.1024, -0.3045, 0.4630], [-0.0739, 0.1796, 0.6575], [-0.4705, 1.2247, -0.1181], [-1.8154, 1.5227, -0.4979], [-0.8977, -0.2533, 1.2406], [0.2586, 1.6615, -0.6739], [-2.2386, 2.1658, 0.2805], [-1.9624, 2.0710, -1.4389], [-2.4996, 0.6652, -0.7211], [2.6532, 0.7145, -1.9735], [1.8666, 0.7399, -1.3891], [3.0758, -0.1411, -1.8270], [0.0708, -3.2873, 1.9117], [-0.8598, -3.0365, 1.9216], [0.3744, -2.8685, 1.0969]], "forces_ev_per_angstrom": [[-0.4, 0.2, 0.3], [-0.4, 0.5, 0.4], [0.4, -0.9, -1.4], [0.7, 0.3, -0.7], [-1.9, 0.2, 0.1], [0.4, 0.1, 0.3], [-0.2, -0.3, 0.2], [-0.5, -0.2, -0.2], [1.0, 0.1, 0.2], [0.8, 0.2, 0.8], [-0.5, 0.3, -0.1], [1.0, -0.7, -0.2], [-0.4, 0.2, 0.2], [-0.2, 0.3, -0.3], [0.0, -0.2, 0.2], [0.2, -0.2, 0.0]], "nbo_charge": [0.356, -0.769, 0.300, -0.612, -0.430, 0.153, 0.392, 0.195, 0.224, 0.199, -0.959, 0.477, 0.472, -0.929, 0.464, 0.465]}


Record 6
{"formula": "C2H10N2O2", "method": "wB97M-V/def2-TZVPD", "relative_energy_kj_mol": 198.61, "lumo_energy_ev": 0.822, "total_energy_ha": -342.1182, "charge": 0, "homo_lumo_gap_ha": 0.3747, "symbols": ["H", "N", "C", "N", "C", "H", "H", "H", "H", "H", "O", "H", "H", "O", "H", "H"], "positions_angstrom": [[1.9364, -3.9328, 1.9903], [2.1506, -3.0024, 1.7310], [1.0683, -2.5965, 1.1977], [0.9178, -1.3376, 0.5762], [1.0104, -1.3882, -0.8617], [0.2714, -3.2327, 1.2373], [1.4143, -0.5245, 0.9559], [1.3525, -0.2510, -1.1331], [-0.0764, -1.4200, -1.2716], [1.7056, -2.1071, -1.3384], [-7.0811, 0.4924, -1.0670], [-7.1355, -0.2516, -1.6668], [-6.5165, 0.4050, -0.2380], [3.0256, 6.7619, -0.1702], [2.2467, 6.3264, 0.2548], [3.7099, 6.0586, -0.1965]], "forces_ev_per_angstrom": [[0.2, -1.3, 0.9], [-0.2, 1.4, -0.7], [3.0, 2.1, 0.3], [0.2, -0.2, 0.9], [-1.5, 3.8, -1.7], [-2.7, -1.4, -0.6], [0.1, -1.2, 0.1], [-0.6, -2.9, 0.1], [1.9, -0.5, 0.1], [-0.4, 0.3, 0.5], [0.5, 1.1, 1.6], [0.6, -0.5, 0.6], [-1.1, -0.7, -2.2], [-0.3, -1.2, 0.5], [1.0, 0.5, -0.5], [-0.7, 0.7, 0.0]], "nbo_charge": [0.326, -0.622, 0.275, -0.683, -0.418, 0.141, 0.390, 0.200, 0.193, 0.199, -0.973, 0.484, 0.489, -0.939, 0.470, 0.469]}